Record 1
{
  "formula": "C12H30N8O14",
  "method": "ωB97M-V/def2-TZVPD",
  "species": ["N", "C", "C", "C", "C", "C", "O", "C", "O", "N", "H", "H", "H", "H", "H", "H", "H", "H", "H", "H", "H", "H", "C", "N", "O", "O", "H", "H", "H", "C", "N", "O", "O", "H", "H", "H", "C", "N", "O", "O", "H", "H", "H", "C", "N", "O", "O", "H", "H", "H", "C", "N", "O", "O", "H", "H", "H", "C", "N", "O", "O", "H", "H", "H"],
  "positions_angstrom": [[3.680079, -1.077599, 4.009708], [2.464367, -0.710388, 3.320641], [1.243715, -0.451038, 4.202396], [0.353987, 0.396395, 3.279208], [-0.917263, 0.999526, 3.834521], [-2.110428, 0.189627, 3.359117], [-2.020901, -1.188373, 3.728554], [1.452767, 1.342256, 2.853882], [1.436427, 2.537789, 2.757863], [2.624771, 0.563646, 2.547982], [3.660462, -0.745923, 4.969231], [3.750444, -2.086221, 4.071767], [2.196212, -1.517061, 2.632928], [0.763890, -1.329346, 4.632649], [1.567676, 0.229622, 5.005978], [0.145868, -0.198275, 2.374684], [-0.891052, 0.972841, 4.929500], [-1.028683, 2.030854, 3.488718], [-3.035117, 0.570736, 3.798036], [-2.188342, 0.288039, 2.272238], [-1.629349, -1.678015, 3.001842], [2.467028, 0.315279, 1.569783], [2.906954, 3.440552, 0.309235], [3.380647, 3.541714, -1.100123], [4.250357, 2.771045, -1.465661], [2.874587, 4.385183, -1.807492], [3.451249, 2.644516, 0.801392], [3.085670, 4.399448, 0.785286], [1.841170, 3.240035, 0.278889], [2.762496, -0.498375, -1.680040], [2.200683, -1.680547, -0.972551], [2.067675, -1.597038, 0.232085], [1.867352, -2.640082, -1.632243], [2.978577, 0.266256, -0.944070], [3.660628, -0.821630, -2.198703], [2.017136, -0.170356, -2.399462], [-6.255197, 0.521851, 1.493647], [-4.789752, 0.684888, 1.310078], [-4.261819, 1.717734, 1.659806], [-4.196192, -0.250479, 0.809356], [-6.650302, 1.422348, 1.947637], [-6.675591, 0.346225, 0.506644], [-6.399549, -0.347968, 2.127423], [-4.408191, -2.377073, -2.253513], [-5.787588, -1.815189, -2.205465], [-6.725867, -2.580421, -2.244701], [-5.874352, -0.607225, -2.118614], [-4.483707, -3.454873, -2.324515], [-3.912739, -1.947571, -3.118784], [-3.910594, -2.057872, -1.342100], [-0.365142, -4.280123, -4.308360], [-1.176271, -3.030600, -4.312804], [-2.226837, -3.031768, -3.702570], [-0.729027, -2.088733, -4.927880], [-0.896045, -5.018496, -3.720248], [-0.243911, -4.595141, -5.340059], [0.597355, -4.034489, -3.868293], [3.849099, 3.464718, -4.391617], [3.575323, 2.125501, -3.809637], [4.484082, 1.325577, -3.737973], [2.443026, 1.907208, -3.433572], [4.893465, 3.498122, -4.675218], [3.188194, 3.578609, -5.246012], [3.606387, 4.190152, -3.620426]],
  "forces_ev_per_a": [[-0.086, -0.208, 0.237], [-0.210, -0.336, -0.149], [-0.077, 0.478, 0.082], [0.470, 0.132, 0.312], [-0.081, -0.345, 0.158], [-0.177, 0.047, -0.119], [0.034, 0.066, 0.102], [0.287, 0.107, -0.556], [-0.365, 0.187, -0.087], [-0.750, -0.456, 0.251], [0.113, 0.160, -0.107], [0.065, 0.031, -0.107], [0.257, 0.049, -0.048], [0.117, -0.016, -0.123], [-0.144, -0.306, 0.189], [-0.071, 0.040, 0.081], [0.034, 0.220, -0.097], [0.029, -0.009, 0.131], [0.068, 0.004, -0.033], [-0.105, -0.046, 0.086], [-0.014, -0.024, -0.029], [0.668, 0.111, -0.110], [-0.012, -0.073, -0.060], [0.239, -0.213, 0.421], [-0.070, 0.293, 0.370], [-0.228, 0.307, 0.364], [0.029, 0.005, 0.002], [-0.035, 0.019, -0.020], [-0.031, 0.052, -0.005], [-0.023, -0.185, -0.125], [-0.172, 0.242, -0.133], [-0.048, -0.070, 0.348], [0.088, -0.049, -0.073], [0.041, -0.002, -0.043], [-0.041, 0.053, -0.040], [0.103, -0.035, 0.029], [-0.066, 0.076, -0.012], [0.252, -0.113, -0.133], [-0.205, 0.161, 0.025], [-0.064, -0.106, -0.024], [0.049, 0.019, 0.000], [0.006, -0.049, 0.001], [-0.006, -0.027, -0.034], [-0.288, 0.123, -0.017], [0.264, -0.028, 0.161], [-0.120, -0.057, -0.016], [-0.138, 0.144, 0.024], [0.000, 0.021, -0.021], [-0.183, 0.022, 0.184], [0.016, 0.035, -0.003], [-0.034, -0.063, 0.137], [0.297, 0.014, -0.164], [0.251, -0.145, -0.123], [-0.066, -0.042, 0.046], [0.003, -0.008, -0.008], [0.018, 0.057, -0.017], [0.008, 0.034, -0.026], [0.120, -0.053, -0.211], [0.355, -0.153, -0.368], [-0.058, -0.001, -0.204], [-0.353, 0.072, -0.016], [0.013, -0.042, -0.026], [-0.018, -0.015, -0.014], [0.041, -0.108, -0.242]],
  "smiles": "N[C@H]1C[C@@H](CCO)C(=O)N1.C[N+](=O)[O-].C[N+](=O)[O-].C[N+](=O)[O-].C[N+](=O)[O-].C[N+](=O)[O-].C[N+](=O)[O-]",
  "energy_ha": -1966.07160
}


Record 2
{
  "formula": "C2H3BrO2",
  "method": "ωB97M-V/def2-TZVPD",
  "species": ["C", "C", "O", "O", "Br", "H", "H", "H"],
  "positions_angstrom": [[0.837712, 0.357946, 0.178592], [-0.520815, -0.250488, -0.097208], [1.461202, 0.683812, -0.900370], [2.797742, 1.204041, -1.479205], [-0.282132, -2.166865, -0.505073], [1.144522, 0.584833, 1.173911], [-0.798141, 0.273045, -1.067270], [-1.035956, -0.232997, 0.778963]],
  "forces_ev_per_a": [[1.550, 0.910, -4.001], [3.082, 0.353, -3.336], [-0.691, -0.722, 1.036], [-1.816, -0.610, 2.047], [-0.028, 0.470, 0.109], [0.805, 0.056, 0.666], [-0.620, -0.847, 1.580], [-2.282, 0.392, 1.899]],
  "energy_ha": -2802.27362,
  "e_above_lowest_kj_mol": 629.9
}


Record 3
{
  "formula": "C12H32BaO11",
  "method": "ωB97M-V/def2-TZVPD",
  "species": ["Ba", "O", "C", "O", "O", "H", "O", "C", "O", "O", "H", "C", "C", "O", "H", "H", "H", "H", "H", "H", "C", "C", "O", "H", "H", "H", "H", "H", "H", "C", "C", "O", "H", "H", "H", "H", "H", "H", "C", "C", "O", "H", "H", "H", "H", "H", "H", "C", "C", "O", "H", "H", "H", "H", "H", "H"],
  "positions_angstrom": [[0.059929, -0.157975, 0.007931], [-3.249741, 2.888265, 0.685668], [-3.537932, 1.573882, 0.402635], [-4.750242, 1.297552, 0.244572], [-2.592839, 0.737338, 0.338079], [-4.185622, 3.168044, 0.793812], [4.665950, -0.882841, 0.131898], [3.326054, -0.764054, 0.023698], [2.573439, -1.055815, 0.987527], [2.798181, -0.399133, -1.059843], [4.965784, -0.448604, -0.684417], [0.720783, 2.845754, -3.748422], [1.428525, 2.560207, -2.430744], [0.422102, 2.215229, -1.460518], [0.252792, 1.941156, -4.134437], [1.471979, 3.086529, -4.512513], [0.037987, 3.693319, -3.729458], [2.031601, 3.406625, -2.094189], [2.138610, 1.747743, -2.581770], [0.093171, 3.058812, -1.134236], [-1.661363, -4.155874, 1.125908], [-1.797701, -3.080010, 0.055921], [-0.546324, -2.721834, -0.562376], [-1.243596, -5.111382, 0.807341], [-2.602134, -4.297458, 1.655794], [-0.943485, -3.779113, 1.861864], [-2.324530, -2.225821, 0.483532], [-2.395640, -3.397257, -0.804194], [-0.140427, -3.568972, -0.774645], [0.832876, -2.157198, 3.757586], [0.068339, -0.843810, 3.558943], [-0.731900, -0.914359, 2.372218], [1.670307, -2.070448, 4.448183], [1.153378, -2.529606, 2.783470], [0.223500, -2.979373, 4.151844], [0.867628, -0.122151, 3.410977], [-0.488774, -0.629599, 4.470348], [-1.608308, -1.181531, 2.673314], [1.126907, -1.104289, -3.914954], [-0.368509, -1.178935, -3.810534], [-0.828115, -0.494447, -2.628252], [1.515785, -1.616336, -4.796182], [1.654769, -1.540490, -3.065915], [1.417124, -0.055810, -3.997760], [-0.745405, -2.206593, -3.869486], [-0.897287, -0.637782, -4.604818], [-1.748074, -0.251445, -2.770400], [-0.467203, 2.863613, 3.063882], [0.419659, 2.866675, 1.830991], [1.251981, 1.712625, 1.695866], [0.157952, 2.812257, 3.957724], [-1.101348, 1.974824, 3.119107], [-1.127551, 3.727068, 3.011149], [1.007294, 3.786721, 1.926638], [-0.146177, 2.956216, 0.907111], [1.875852, 1.639878, 2.424513]],
  "forces_ev_per_a": [[0.542, 0.503, -0.619], [-0.569, 0.002, 0.240], [-1.422, -2.058, -0.474], [0.954, 0.663, 0.241], [1.183, 0.585, -0.007], [0.733, 0.460, -0.105], [-0.010, 0.520, -0.317], [-2.950, -0.352, 0.169], [0.910, -0.216, 0.968], [0.920, 0.527, -0.928], [0.235, -0.320, 0.179], [1.083, 0.051, -0.688], [-0.479, 0.132, -0.768], [0.670, 0.163, 0.220], [-0.407, 0.075, 0.273], [0.031, 0.114, 0.121], [-0.206, -0.156, 0.238], [-0.193, 0.107, 0.114], [-0.290, -0.334, 0.443], [-0.261, -0.140, 0.035], [0.651, 0.654, 0.405], [-0.632, -0.936, -0.837], [-0.022, -0.247, 0.790], [-0.296, -0.016, -0.374], [-0.082, -0.173, -0.180], [-0.075, 0.021, 0.085], [0.491, 0.401, -0.172], [-0.475, -0.210, 0.398], [0.318, 0.211, -0.105], [-0.644, -0.844, -0.133], [1.606, -1.256, 0.324], [-0.500, -0.023, 1.318], [0.133, 0.242, -0.196], [0.496, 0.322, 0.050], [-0.301, 0.273, 0.123], [-0.459, 0.483, -0.151], [-0.337, 0.399, -0.289], [-0.123, 0.154, -0.427], [0.332, 0.268, -0.107], [-0.992, 0.338, -0.348], [0.266, -0.381, 0.170], [-0.290, -0.025, -0.126], [-0.211, 0.128, 0.192], [0.166, -0.064, 0.107], [0.101, -0.023, 0.410], [0.578, -0.228, -0.477], [-0.034, 0.059, 0.175], [-0.173, -0.994, -0.317], [0.140, 0.601, 0.641], [-0.258, 0.196, -0.156], [-0.072, 0.512, 0.095], [-0.071, 0.033, -0.298], [0.130, 0.114, 0.365], [0.367, -0.158, -0.359], [-0.225, -0.217, 0.112], [0.024, 0.059, -0.042]],
  "energy_ha": -1329.70276,
  "e_above_lowest_kj_mol": 79.9
}


Record 4
{
  "formula": "CH10N3",
  "method": "ωB97M-V/def2-TZVPD",
  "species": ["N", "H", "H", "H", "H", "N", "C", "N", "H", "H", "H", "H", "H", "H"],
  "positions_angstrom": [[1.951864, 1.129419, 0.291246], [2.321570, 2.073868, 0.221178], [2.537521, 0.686597, 1.005685], [0.348931, 0.745367, 0.044277], [2.261639, 0.650371, -0.570812], [-0.831887, -1.427796, 0.759164], [-1.102367, -0.726884, -0.498719], [-0.647051, 0.670997, -0.374034], [-0.257946, -2.259507, 0.745844], [-1.712720, -1.789754, 1.186673], [-0.621422, -1.307915, -1.288801], [-2.194080, -0.633352, -0.663285], [-1.157936, 1.092312, 0.418641], [-0.896113, 1.096277, -1.277062]],
  "forces_ev_per_a": [[0.896, -0.814, -0.382], [-0.207, 0.102, -0.060], [-0.421, 0.103, 0.044], [0.425, 0.446, -1.045], [-0.020, 0.443, 0.383], [-1.865, -0.082, 0.655], [-0.811, -2.167, 1.405], [-0.360, -0.205, 0.694], [0.422, 0.264, -0.676], [0.918, 0.814, -0.386], [0.011, 0.889, -0.386], [0.618, -0.447, -0.179], [-0.310, -0.006, -0.697], [0.701, 0.661, 0.630]],
  "energy_ha": -208.12086,
  "total_charge": 1,
  "e_above_lowest_kj_mol": 35.8
}


What is the formula in the first record?
C12H30N8O14